Model P:
DFT (ωB97M-V/def2-TZVPD) results for CH4Br2Si as an isolated structure.

Output
E_HOMO, eV: -9.78
Gap between HOMO and LUMO, eV: 9.71

```
8
CH4Br2Si ωB97M-V/def2-TZVPD
C -0.59921 1.45782 -0.20805
Si 0.02935 -0.42095 0.42923
Br 0.84905 3.00741 -0.08078
Br -1.99624 1.80089 1.08277
H 0.65065 -0.36562 1.79635
H 0.84627 -0.55131 -0.78800
H -0.83098 1.49701 -1.23956
H -1.17151 -1.34555 0.46159
```

Löwdin charges, unit e, in atom order: number 1, C, carries -1.1903; number 2, Si, carries 0.5694; number 3, Br, carries 0.3754; number 4, Br, carries 0.5086; number 5, H, carries -0.0612; number 6, H, carries -0.0828; number 7, H, carries -0.0488; number 8, H, carries -0.0702

***

Model Q:
DFT (ωB97M-V/def2-TZVPD) results for CH4Br2Si as an isolated structure.

Output
E_HOMO, eV: -9.73
Gap between HOMO and LUMO, eV: 8.97

```
8
CH4Br2Si ωB97M-V/def2-TZVPD
C 0.24280 0.86339 -0.06178
Si -0.41545 -0.91580 0.09563
Br -0.40253 2.14244 -1.48404
Br 0.54914 1.84666 1.56838
H 1.90891 0.23554 -0.46663
H 0.28318 -1.54935 1.24153
H -0.44500 -1.45255 -1.37160
H -1.72105 -1.17033 0.47851
```

Löwdin charges, unit e, in atom order: number 1, C, carries -1.3987; number 2, Si, carries 0.4589; number 3, Br, carries 0.4667; number 4, Br, carries 0.5105; number 5, H, carries 0.1849; number 6, H, carries -0.0588; number 7, H, carries -0.0350; number 8, H, carries -0.1285

***

Which one is most stable, and which one is least stable? model P is the most stable of them, while model Q is the least stable.

***

Model P:
DFT (ωB97M-V/def2-TZVPD) results for an isolated ion of composition C2H3O3S2 and charge -1.

Output
E_HOMO, eV: -4.54
Gap between HOMO and LUMO, eV: 7.61
Structure (SMILES): O=C([O-])[C@H](O)SS
Total charge: -1

```
10
C2H3O3S2 ωB97M-V/def2-TZVPD
O -2.54502 1.40511 0.29126
C -2.31473 0.30925 0.78764
O -2.93044 -0.62494 1.26734
C -0.71206 -0.09765 0.64467
O -0.02071 0.97162 -0.04334
S -0.77651 -1.64028 -0.19004
S 1.26906 -1.97920 -0.72789
H -0.31292 -0.11010 1.69125
H -0.89423 1.35991 -0.18600
H 1.50409 -1.32038 -1.84889
```

Löwdin charges, unit e, in atom order: number 1, O, carries -0.0141; number 2, C, carries -0.7754; number 3, O, carries -0.0521; number 4, C, carries -0.6994; number 5, O, carries -0.1397; number 6, S, carries 0.5324; number 7, S, carries 0.2622; number 8, H, carries 0.1126; number 9, H, carries 0.0172; number 10, H, carries -0.2438

***

Model Q:
DFT (ωB97M-V/def2-TZVPD) results for a 2-piece molecular cluster, C2H3O3S2 overall.

Output
E_HOMO (alpha / beta), eV: -4.60 / -4.60
Gap between HOMO and LUMO (alpha / beta), eV: 7.74 / 7.74
Total charge: -1

```
10
C2H3O3S2 ωB97M-V/def2-TZVPD
C -1.20727 0.74608 -0.35835
C -0.16585 -0.40213 -0.48425
O -2.09338 0.54167 -1.18451
O -1.05104 1.61086 0.50080
O 0.71209 0.26258 2.02998
S 1.72288 -2.20942 -1.94278
S 0.99335 -0.41157 -1.65022
H -0.42915 -1.33478 -0.00226
H 0.03963 0.86185 1.62955
H 1.47874 0.33486 1.46204
```

Löwdin charges, unit e, in atom order: number 1, C, carries -0.8081; number 2, C, carries -0.4095; number 3, O, carries -0.0009; number 4, O, carries -0.0281; number 5, O, carries -0.0968; number 6, S, carries -0.1119; number 7, S, carries 0.3781; number 8, H, carries 0.0733; number 9, H, carries -0.0097; number 10, H, carries 0.0136

***

Which one is most stable, and which one is least stable? model P is the most stable of them, while model Q is the least stable.

***

Model P:
DFT (ωB97M-V/def2-TZVPD) results for a 2-piece molecular cluster, C4H10N3 overall.

Output
Expectation value of S²: 2.005
E_HOMO (alpha / beta), eV: -11.50 / -15.53
Gap between HOMO and LUMO (alpha / beta), eV: 7.52 / 9.54
Total charge: +1
Multiplicity: 3

```
17
C4H10N3 ωB97M-V/def2-TZVPD
C 3.55602 -0.26181 -0.61216
C -2.79714 -0.14814 -0.18328
C -1.34759 -0.46825 -0.52607
C -0.51562 0.81608 -0.75438
N 0.84401 0.53824 -0.70097
N 1.57634 -0.16427 -0.17227
N 4.41833 0.10016 0.24417
H 3.73513 -1.11359 -1.25504
H -2.88284 0.34855 0.78427
H -3.25954 0.48222 -0.94253
H -3.35770 -1.07905 -0.13495
H -1.30320 -1.07764 -1.43113
H -0.89695 -1.04112 0.28470
H -0.75857 1.30527 -1.69971
H -0.71745 1.52802 0.05688
H 5.31984 -0.36869 0.37461
H 4.25325 0.90006 0.84976
```

Löwdin charges, unit e, in atom order: number 1, C, carries 0.0537; number 2, C, carries -0.0965; number 3, C, carries -0.2327; number 4, C, carries -0.1767; number 5, N, carries 0.0075; number 6, N, carries 0.1757; number 7, N, carries 0.1172; number 8, H, carries 0.1040; number 9, H, carries 0.0822; number 10, H, carries 0.0821; number 11, H, carries 0.0823; number 12, H, carries 0.1156; number 13, H, carries 0.1045; number 14, H, carries 0.1392; number 15, H, carries 0.1488; number 16, H, carries 0.1527; number 17, H, carries 0.1404

***

Model Q:
DFT (ωB97M-V/def2-TZVPD) results for an isolated ion of composition C4H10N3 and charge +1.

Output
Expectation value of S²: 2.009
E_HOMO (alpha / beta), eV: -12.54 / -17.13
Gap between HOMO and LUMO (alpha / beta), eV: 9.36 / 7.66
Total charge: +1
Multiplicity: 3

```
17
C4H10N3 ωB97M-V/def2-TZVPD
C 1.77062 1.66414 -0.90890
C -1.83204 0.86265 1.54577
C 1.20009 0.30031 -0.87740
C -0.47696 0.58677 1.03834
N -1.25435 -0.80537 -1.00073
N -1.47512 0.33004 -1.14961
N -0.32323 0.18114 -0.35853
H 2.48392 1.72283 -0.08110
H 2.18563 1.94417 -1.82545
H 0.97915 2.37026 -0.62039
H -2.34473 1.68952 0.99873
H -2.47421 0.02441 1.51403
H -1.81586 1.33491 2.54813
H 1.49920 -0.35441 0.01902
H 1.17393 -0.34269 -1.82709
H -0.09036 -0.13621 1.64225
H 0.15450 1.44293 1.08154
```

Löwdin charges, unit e, in atom order: number 1, C, carries -0.0476; number 2, C, carries -0.0540; number 3, C, carries -0.0794; number 4, C, carries -0.1738; number 5, N, carries 0.1806; number 6, N, carries 0.1160; number 7, N, carries -0.1019; number 8, H, carries 0.1066; number 9, H, carries 0.0789; number 10, H, carries 0.0999; number 11, H, carries 0.1089; number 12, H, carries 0.0771; number 13, H, carries 0.1176; number 14, H, carries 0.1564; number 15, H, carries 0.1588; number 16, H, carries 0.1261; number 17, H, carries 0.1296

***

Which one is most stable, and which one is least stable? model P is the most stable of them, while model Q is the least stable.

***

Model P:
DFT (ωB97M-V/def2-TZVPD) results for a 3-piece molecular cluster, C18H15F3 overall.

Output
E_HOMO, eV: -8.88
Gap between HOMO and LUMO, eV: 9.63
Structure (SMILES): Fc1ccccc1.Fc1ccccc1.Fc1ccccc1

```
36
C18H15F3 ωB97M-V/def2-TZVPD
F 2.59329 -2.61829 1.42852
C 1.25707 -2.91152 1.08270
C 0.36234 -3.54148 2.01263
C -1.01303 -3.62412 1.68643
C -1.39579 -3.31209 0.39492
C -0.52752 -2.78488 -0.70932
C 0.80679 -2.63883 -0.30678
H 0.54364 -3.95323 2.94921
H -1.66207 -3.90618 2.67365
H -2.43471 -3.31671 0.10517
H -0.85889 -2.39255 -1.73196
H 1.55249 -2.08159 -0.95864
F -1.69516 -0.23334 -1.63638
C -2.72563 0.34656 -1.10209
C -2.48147 1.45211 -0.26172
C -3.51995 2.30540 0.10152
C -4.81192 2.06661 -0.39583
C -5.13023 0.89568 -1.12710
C -4.11507 0.08220 -1.52641
H -1.37799 1.60302 0.11397
H -3.28084 3.13467 0.71977
H -5.65340 2.75371 -0.21839
H -6.16857 0.86438 -1.28384
H -4.32250 -0.67516 -2.12769
F 5.15909 -0.51428 -0.14932
C 4.63250 0.70023 0.03035
C 3.16980 0.71564 0.00487
C 2.43103 1.88370 -0.14774
C 3.09026 3.06814 0.08886
C 4.56168 3.08913 0.24842
C 5.26174 1.90296 0.11985
H 2.63483 -0.25004 -0.11952
H 1.53485 1.79903 -0.23020
H 2.33676 4.05706 0.06980
H 4.88272 4.16500 0.29004
H 6.36386 1.86905 -0.08773
```

Löwdin charges, unit e, in atom order: number 1, F, carries -0.0081; number 2, C, carries -0.1744; number 3, C, carries -0.0367; number 4, C, carries -0.1157; number 5, C, carries -0.1013; number 6, C, carries -0.0636; number 7, C, carries -0.0446; number 8, H, carries 0.0774; number 9, H, carries 0.1595; number 10, H, carries 0.0788; number 11, H, carries 0.1166; number 12, H, carries 0.1129; number 13, F, carries 0.0791; number 14, C, carries -0.2692; number 15, C, carries -0.0284; number 16, C, carries -0.0910; number 17, C, carries -0.0888; number 18, C, carries -0.0887; number 19, C, carries 0.0070; number 20, H, carries 0.1451; number 21, H, carries 0.0897; number 22, H, carries 0.1032; number 23, H, carries 0.0903; number 24, H, carries 0.0566; number 25, F, carries 0.0712; number 26, C, carries -0.2709; number 27, C, carries 0.0292; number 28, C, carries -0.1034; number 29, C, carries -0.0780; number 30, C, carries -0.0727; number 31, C, carries -0.0679; number 32, H, carries 0.0942; number 33, H, carries -0.0080; number 34, H, carries 0.1565; number 35, H, carries 0.1101; number 36, H, carries 0.1340

***

Model Q:
DFT (ωB97M-V/def2-TZVPD) results for a 3-piece molecular cluster, C18H15F3 overall.

Output
E_HOMO, eV: -9.14
Gap between HOMO and LUMO, eV: 9.74
Structure (SMILES): Fc1ccccc1.Fc1ccccc1.Fc1ccccc1

```
36
C18H15F3 ωB97M-V/def2-TZVPD
F -7.71800 -36.26026 12.90553
C -8.57086 -36.11887 13.95386
C -8.12649 -36.30600 15.29802
C -9.21047 -36.01470 16.30130
C -10.41036 -35.50888 16.04530
C -10.69670 -35.20148 14.68416
C -9.79680 -35.70575 13.67241
H -7.12375 -36.81860 15.72420
H -8.70138 -36.08255 17.16609
H -11.03925 -34.90191 16.69458
H -11.65502 -34.72313 14.54423
H -10.13702 -35.55023 12.68101
F -8.52941 -31.35686 12.96336
C -7.99478 -31.34136 14.29829
C -8.28093 -32.37326 15.14931
C -7.77751 -32.32167 16.51034
C -7.16281 -31.13021 16.96894
C -6.87570 -30.04263 16.05380
C -7.32332 -30.21921 14.77264
H -8.90060 -33.26606 14.75072
H -7.87965 -33.16019 17.11384
H -6.84758 -31.08178 17.92672
H -6.39549 -29.17060 16.36257
H -6.91404 -29.50506 14.02763
F -13.34945 -33.14391 16.95795
C -13.03505 -32.81567 15.62492
C -13.95162 -33.27009 14.68744
C -13.81525 -32.72052 13.34386
C -12.65938 -32.04891 12.97880
C -11.70361 -31.70089 13.90439
C -11.86480 -32.11623 15.32657
H -14.66438 -34.00566 14.87446
H -14.47297 -33.07328 12.59912
H -12.29836 -31.65801 11.89716
H -10.75329 -30.96006 13.55831
H -10.96947 -31.80520 15.86963
```

Löwdin charges, unit e, in atom order: number 1, F, carries 0.0466; number 2, C, carries -0.3228; number 3, C, carries 0.0428; number 4, C, carries -0.1012; number 5, C, carries -0.1044; number 6, C, carries -0.0393; number 7, C, carries -0.0268; number 8, H, carries 0.1572; number 9, H, carries 0.0503; number 10, H, carries 0.1067; number 11, H, carries 0.0768; number 12, H, carries 0.1098; number 13, F, carries -0.0266; number 14, C, carries -0.2340; number 15, C, carries -0.0182; number 16, C, carries -0.0352; number 17, C, carries -0.0462; number 18, C, carries -0.0525; number 19, C, carries -0.0538; number 20, H, carries 0.1265; number 21, H, carries 0.0701; number 22, H, carries 0.0551; number 23, H, carries 0.0843; number 24, H, carries 0.1286; number 25, F, carries -0.0032; number 26, C, carries -0.2739; number 27, C, carries -0.0002; number 28, C, carries -0.0599; number 29, C, carries -0.1501; number 30, C, carries -0.0889; number 31, C, carries -0.0051; number 32, H, carries 0.0943; number 33, H, carries 0.0829; number 34, H, carries 0.1512; number 35, H, carries 0.1588; number 36, H, carries 0.1001

***

Which one is most stable, and which one is least stable? model Q is the most stable of them, while model P is the least stable.